Entry 1:
{
  "formula": "C5H5NO4",
  "method": "the ωB97M-V functional and the def2-TZVPD basis",
  "species": ["C", "O", "C", "H", "N", "H", "O", "H", "O", "H", "C", "C", "C", "O", "H"],
  "xyz": [[-1.35264, 0.57385, -0.65627], [0.46955, -0.41945, 0.74782], [-1.39320, 0.79294, 1.59240], [2.57357, -1.98510, 0.77142], [2.35890, -1.34580, 0.00984], [-3.48405, 1.47614, -0.58412], [1.25695, 0.04592, -1.32456], [3.07129, -1.30346, -1.78558], [-2.58364, 1.22809, 1.10754], [-1.22197, 0.46550, -1.69725], [-2.54216, 1.14708, -0.23820], [1.37039, -0.48434, -0.26661], [-0.62585, 0.35573, 0.53701], [3.36305, -1.43331, -0.88177], [-1.26020, 0.88620, 2.66834]],
  "atomic_forces_ev_per_a": [[-2.67, 1.37, 0.28], [1.06, 0.02, 0.12], [0.07, -0.14, -0.42], [-0.92, 0.73, -0.03], [-0.03, -0.63, 0.80], [-0.37, 0.16, -1.32], [0.14, 1.02, -1.34], [-0.89, 0.13, -0.15], [0.72, 0.44, 0.55], [0.90, -0.49, -0.60], [1.17, -0.92, 1.12], [-0.53, -1.08, 1.15], [-1.11, -0.05, 1.02], [2.36, -0.26, -0.66], [0.11, -0.31, -0.50]],
  "smiles": "O=C(NO)Oc1ccoc1",
  "total_energy_ha": -549.15442,
  "homo_energy_ev": -8.641,
  "total_charge": 0,
  "lumo_energy_ev": 0.8,
  "homo_lumo_gap_ev": 9.43,
  "multiplicity": 1
}

***

Entry 2:
{
  "formula": "C6H7N4O4",
  "method": "the ωB97M-V functional and the def2-TZVPD basis",
  "species": ["N", "O", "H", "H", "C", "O", "H", "C", "C", "C", "H", "H", "O", "H", "N", "C", "O", "N", "H", "C", "N"],
  "xyz": [[-0.77588, 2.09070, 0.72038], [-2.09750, -0.30739, 1.95332], [1.60282, 0.21998, 1.76196], [2.09994, 1.29465, -2.10577], [-0.52669, -2.60504, -1.27594], [0.24650, -3.17046, -0.56519], [-1.27519, 2.21375, 1.58711], [0.05533, 0.92583, 0.64632], [-0.71542, -0.35822, 0.15635], [1.33484, 0.68598, -1.49087], [-0.12757, 2.87501, 0.63516], [1.77817, 2.01869, -0.09583], [-1.22957, -2.93954, -2.18976], [1.31102, -0.97219, -2.55282], [0.73476, 0.73012, 1.95588], [0.85395, -0.56074, -1.66295], [-2.48547, -1.76934, 0.38311], [-1.83800, -0.81926, 0.85249], [0.27953, 0.12116, 2.58551], [-0.27137, -1.04424, -0.94769], [1.04580, 1.37056, -0.35077]],
  "atomic_forces_ev_per_a": [[-0.77, 1.26, -0.15], [0.01, 0.23, -0.16], [-0.20, 0.22, -0.03], [-1.23, -1.68, 0.64], [-0.82, 3.00, -0.75], [2.46, -2.21, 2.55], [-0.08, -0.45, 0.28], [-0.51, -0.54, 0.55], [1.55, 1.18, -1.57], [1.31, 0.71, 0.88], [-0.52, -0.06, 0.12], [-0.60, 0.09, 0.61], [-1.53, -0.44, -1.72], [-0.74, -0.98, -0.05], [2.12, 0.31, -1.25], [1.03, 1.59, -2.26], [0.50, 1.26, 0.67], [-0.54, -1.31, 0.11], [-1.37, -0.57, 0.52], [-0.13, -1.17, 1.08], [0.07, -0.43, -0.09]],
  "smiles": "NC1(N)NC=CC(C(=O)[O-])=C1[N+](=O)[O-]",
  "total_energy_ha": -752.75382,
  "homo_energy_ev": -4.711,
  "total_charge": -1,
  "lumo_energy_ev": 3.1,
  "homo_lumo_gap_ev": 7.77,
  "multiplicity": 1
}

***

Entry 3:
{
  "formula": "C35H55N9O5",
  "method": "the ωB97M-V functional and the def2-TZVPD basis",
  "species": ["C", "H", "H", "H", "H", "H", "H", "H", "C", "C", "H", "C", "H", "H", "H", "H", "H", "C", "N", "N", "H", "H", "C", "H", "C", "H", "H", "C", "H", "C", "H", "O", "C", "O", "C", "C", "H", "H", "H", "C", "C", "H", "H", "H", "H", "H", "C", "N", "H", "C", "C", "O", "N", "H", "C", "N", "H", "H", "H", "H", "C", "H", "C", "H", "H", "C", "C", "H", "H", "H", "C", "N", "H", "H", "H", "C", "C", "N", "H", "C", "C", "C", "H", "H", "C", "H", "H", "N", "C", "O", "C", "H", "C", "H", "H", "C", "O", "C", "H", "H", "C", "H", "N", "H"],
  "xyz": [[4.71301, 3.34794, 2.76690], [-2.60687, -2.62229, 2.83234], [4.39030, -1.01646, 4.38430], [-2.14949, 2.63664, -1.88584], [1.91622, 1.72756, -0.35113], [-2.32661, 4.46855, 4.24102], [-2.69117, 5.84796, 3.16554], [3.04649, -5.27180, 2.30868], [6.17713, 2.22985, -3.46586], [4.16436, -2.06733, 2.58226], [-6.13842, -1.71831, 1.13415], [-0.18223, -4.79268, -0.88006], [-5.32771, -0.09191, -0.61274], [-5.29933, -1.19765, -5.29833], [2.75567, 1.59123, -5.04645], [4.46773, -1.23186, 1.96877], [-3.81056, -2.43921, -4.42257], [5.43830, 2.38767, 0.65414], [4.99520, 2.26128, -2.67994], [1.06808, -0.11291, 1.11353], [-3.05728, 4.18673, 2.77024], [-0.12000, -0.77499, 2.65745], [-2.96219, -1.89035, 2.10701], [-2.17283, 3.19200, -0.30374], [-0.26684, 3.75311, 2.21447], [-6.23199, -0.38603, -4.15270], [5.94227, 2.29739, -0.29679], [-0.18880, -5.05956, 0.49844], [-0.71543, 1.62318, 2.32246], [3.72735, 1.75343, -4.60381], [-0.58636, -3.84060, -1.19089], [-4.44018, 4.71817, -0.72243], [4.55433, 1.38985, 0.88965], [0.67941, 3.80710, 1.44595], [-2.43930, 3.51553, -1.30993], [3.66912, -3.24512, 2.05331], [-6.41008, 1.70101, -1.61673], [3.61904, -3.25640, 0.97453], [0.43596, 2.09720, 3.51349], [-5.22559, -0.38886, -4.57133], [4.11058, -1.98570, 3.99863], [-2.21157, -3.25609, -3.07035], [4.77397, 1.16714, -6.34913], [-2.51441, -0.91601, 2.30263], [-6.37267, 2.76510, -3.08495], [0.39642, -2.08440, 1.56595], [3.81110, 2.18279, -3.24020], [-4.58758, 2.77250, -1.91188], [-4.08133, 1.90479, -2.01629], [3.54828, -4.29025, 4.20919], [0.25781, -6.25487, 0.97363], [-3.63309, 0.24549, -2.95094], [3.88473, -3.08543, 4.78389], [-1.25119, 2.41074, 3.69773], [0.60083, 0.01857, -0.11100], [0.42932, -5.70568, -1.71481], [7.10504, 2.39311, -2.93792], [-0.43562, -4.20235, 1.10727], [4.31948, 0.56157, 0.23757], [3.31795, -5.11165, 4.87150], [3.25932, -4.33829, 2.80835], [2.90515, 2.30274, -2.66465], [-3.93373, 3.71028, -1.24013], [-6.48723, 3.51025, -1.57232], [-0.74031, 5.65425, 1.87988], [-4.78009, -0.35958, 0.29091], [0.73568, -7.24185, 0.08838], [0.24480, 2.13060, -0.93334], [-4.87092, 0.54275, 0.89560], [-5.09577, 0.51507, -5.16644], [-2.73294, -2.40924, -2.62413], [-3.72069, -1.94438, -3.54668], [-3.76239, -0.37675, -0.09908], [1.23320, 0.96886, -1.77382], [1.33485, -8.09324, 0.37564], [5.59293, 3.35376, 1.63116], [-4.44540, -2.06970, 2.02730], [-1.05935, 4.84955, 2.40025], [1.70964, 0.58773, 1.45646], [-6.05123, 2.63380, -2.05173], [-4.11142, -0.68188, -3.59289], [4.88034, 1.51882, -5.33355], [-2.43454, -2.10998, 1.17887], [1.57614, -1.35768, 2.69976], [6.13280, 1.90582, -4.81170], [1.17656, -7.63539, -1.95467], [-1.93344, -1.67999, -2.49337], [-5.16374, -1.45704, 1.09118], [3.70811, 2.35958, 2.80439], [-5.02967, -2.59935, 2.93222], [0.78838, -6.91770, -1.24711], [0.44058, -6.46700, 2.01670], [-2.29907, 4.83208, 3.21380], [-3.01872, -2.53136, -1.57937], [6.25820, 4.19224, 1.48702], [-0.43962, 2.45439, 2.97140], [-0.08790, -0.88506, -0.67846], [0.98924, 1.34897, -0.78180], [4.67558, 4.19552, 3.43518], [7.11336, 1.95365, -5.26182], [0.70817, -1.16857, 2.06811], [3.07153, 2.36360, 3.67683], [3.74922, 1.31539, 1.98175], [-1.96432, 4.46636, -1.55161]],
  "atomic_forces_ev_per_a": [[0.02, -0.12, -2.38], [-0.01, 0.27, 0.13], [-0.12, -0.17, 0.96], [0.06, 0.45, -0.62], [-0.26, 0.31, 0.14], [1.21, 0.35, 0.18], [-0.08, -0.13, 0.26], [-0.46, -0.02, 0.07], [-3.44, -0.58, 0.70], [-0.94, -0.68, 2.02], [0.04, 0.27, 0.10], [1.86, -2.86, 0.44], [-0.68, -0.94, 0.09], [0.10, -0.16, -0.18], [-0.04, -0.12, -0.07], [-0.06, -0.01, 0.07], [-0.32, -0.22, 0.42], [0.65, -0.07, -0.30], [2.34, 0.99, -0.17], [0.48, -0.54, 1.33], [-0.01, 0.09, -0.56], [-0.07, -0.32, 0.29], [1.41, -0.74, -0.80], [0.40, 0.48, 0.35], [0.91, 0.04, -0.07], [0.21, 0.23, 0.56], [0.34, 0.64, 0.08], [-0.47, 1.28, -0.97], [0.24, 0.24, -0.60], [0.20, 0.20, 0.80], [0.40, 0.01, -0.71], [0.41, -1.15, -0.41], [-2.18, -1.28, 1.69], [0.24, 0.18, -0.37], [-0.14, -0.60, 1.17], [0.06, 0.24, -0.98], [-0.03, 0.13, -0.08], [-0.18, -0.46, -0.22], [0.33, 0.56, -0.28], [-0.40, -0.73, -1.15], [0.59, -1.90, -1.30], [-0.40, -0.35, 0.44], [0.15, -0.05, -0.10], [-0.80, 0.31, 0.50], [0.25, -0.53, -0.19], [0.12, 0.20, -0.09], [1.14, -1.29, -2.16], [-1.61, -1.82, -0.32], [0.02, 0.02, -0.66], [-0.86, 2.89, -1.52], [1.42, -1.70, 0.14], [0.12, -0.55, 0.78], [-0.14, 0.11, -0.85], [-0.08, 0.51, 0.18], [-2.05, -0.94, -1.62], [-1.86, 0.97, -0.04], [-0.04, 0.13, 0.08], [-0.35, -0.29, 0.52], [0.63, 0.01, -0.56], [0.29, -0.05, 0.12], [1.84, 0.00, 1.57], [0.11, 0.15, 0.31], [-0.12, 2.32, 0.09], [-0.11, -0.25, 0.47], [-0.40, 0.02, 0.15], [0.90, 2.05, -0.45], [0.25, 1.08, 0.15], [-0.16, -0.30, 0.60], [0.23, 0.42, 0.04], [0.25, 0.14, 0.47], [2.05, 0.46, 0.19], [-0.02, -1.12, -0.11], [0.24, -0.43, 0.36], [0.11, 0.34, -0.35], [-0.60, -0.36, 0.52], [-1.36, 0.55, 1.36], [0.83, 1.85, 1.01], [-0.42, -1.72, 1.50], [0.10, 0.08, 0.06], [0.72, 1.35, 0.29], [-0.83, 2.44, -0.72], [0.02, 0.97, -0.17], [-0.23, -0.33, -0.42], [-0.20, -0.07, 0.03], [-0.10, 0.00, 1.61], [0.20, 0.15, -0.27], [0.09, 0.42, -0.30], [-1.14, -0.78, -2.01], [2.51, 0.22, 0.56], [-0.70, -1.90, 1.34], [-0.39, 1.51, -0.05], [-0.44, 0.32, 0.29], [-0.49, 0.46, -1.20], [-0.78, -0.60, -0.26], [0.24, -0.07, 0.09], [-1.47, -0.68, 0.78], [1.15, 2.00, 1.03], [0.58, -1.52, -0.90], [0.21, -0.10, 0.19], [-0.29, -0.42, -0.86], [0.13, 0.63, -0.49], [-0.53, -0.28, -0.16], [-0.69, 0.63, -0.56], [0.14, -0.35, -0.07]],
  "smiles": "CNC(C)=O.CNC(C)=O.CNC(C)=O.CNC(C)=O.CNC(C)=O.c1ccncc1.c1ccncc1.c1ccncc1.c1ccncc1",
  "total_energy_ha": -2235.60572,
  "homo_energy_ev": -9.208,
  "total_charge": 0,
  "lumo_energy_ev": 0.5,
  "homo_lumo_gap_ev": 9.72,
  "multiplicity": 1
}